No. 1
19
Properties=species:S:1:pos:R:3:mulliken_charge:R:1 method="wB97M-V/def2-TZVPD" e_tot_ev=-8458.321 e_homo_ha="-0.2740 / -0.2668" e_lumo_ev="0.33 / 0.64" homo_lumo_gap_ev="7.791 / 7.900"
C 2.585 -0.326 0.223 -1.2048
C 1.501 0.418 -0.555 -0.3488
C 0.110 0.147 -0.035 0.0865
C -1.042 1.110 -0.505 -0.4776
C -2.314 0.468 -0.245 -0.9347
C -1.209 -1.209 0.869 -0.5957
O -0.257 -1.181 -0.176 -0.3591
H 2.568 -0.039 1.279 0.2979
H 2.436 -1.408 0.157 0.2703
H 3.579 -0.095 -0.175 0.3782
H 1.680 1.499 -0.523 0.2962
H 1.572 0.133 -1.617 0.3188
H -0.831 -0.053 1.238 0.3741
H -0.896 2.084 -0.028 0.3012
H -0.874 1.228 -1.589 0.3155
H -2.650 -0.283 -0.955 0.3745
H -3.096 0.981 0.307 0.3126
H -0.734 -1.729 1.717 0.3222
H -2.130 -1.747 0.615 0.2728

***

No. 2
64
Properties=species:S:1:pos:R:3:mulliken_spin:R:1 method="wB97M-V/def2-TZVPD" e_tot_ev=-58664.373 e_homo_ha="-0.1021 / -0.1011" charge=-1 spin_multiplicity=2 e_lumo_ev="3.00 / 2.99" homo_lumo_gap_ev="5.779 / 5.744"
V 0.212 0.267 1.073 0.8121
C -2.057 0.296 1.163 -0.0334
C -1.662 1.606 1.521 0.0443
C -0.843 1.517 2.665 -0.0827
C -0.780 0.157 3.072 0.0452
C -1.534 -0.607 2.141 -0.0051
C -1.842 -2.068 2.209 0.0010
C -0.002 -0.358 4.244 0.0076
C -0.195 2.665 3.375 0.0015
C -1.996 2.880 0.810 0.0036
C -2.968 -0.090 0.034 -0.0144
H -2.784 -2.257 2.734 -0.0009
H -1.055 -2.620 2.722 -0.0014
H -1.925 -2.491 1.205 0.0035
H -0.350 0.090 5.180 0.0004
H 1.059 -0.128 4.123 -0.0007
H -0.103 -1.439 4.339 -0.0021
H -0.839 3.057 4.170 -0.0001
H 0.014 3.484 2.685 -0.0004
H 0.749 2.359 3.831 -0.0014
H -2.321 3.639 1.526 -0.0002
H -2.804 2.735 0.092 -0.0002
H -1.143 3.252 0.242 -0.0010
H -3.909 -0.508 0.408 -0.0009
H -2.518 -0.841 -0.617 0.0148
H -3.209 0.774 -0.585 -0.0001
N 2.466 0.522 -1.906 0.0021
C 1.605 1.552 -2.487 0.0007
C 0.572 2.217 -1.566 0.0073
O -0.015 3.197 -2.033 0.0081
O 0.376 1.725 -0.406 -0.0122
H 2.053 0.191 -1.039 -0.0018
H 3.364 0.916 -1.663 -0.0005
H 1.025 1.140 -3.320 0.0008
H 2.205 2.353 -2.916 -0.0006
C 3.130 2.423 1.198 0.0047
C 3.115 1.129 2.005 0.0032
C 4.265 0.214 1.581 0.0009
O 1.897 0.460 1.911 0.0139
H 4.096 2.930 1.295 -0.0002
H 2.343 3.102 1.536 -0.0008
H 2.941 2.207 0.144 -0.0011
H 3.301 1.393 3.062 0.0010
H 4.214 0.011 0.508 -0.0004
H 4.193 -0.738 2.108 -0.0001
H 5.236 0.671 1.800 0.0000
N 0.350 -1.252 -0.019 0.0713
C -0.221 -2.148 -0.630 0.1203
N -0.332 -2.548 -1.896 -0.0160
C 0.285 -1.816 -3.007 0.0053
C -0.790 -1.268 -3.941 -0.0026
C -1.720 -2.387 -4.408 0.0007
C -2.313 -3.128 -3.209 0.0021
C -1.210 -3.635 -2.284 -0.0007
H 0.934 -2.507 -3.561 0.0004
H 0.912 -1.031 -2.603 0.0061
H -0.314 -0.776 -4.793 0.0007
H -1.365 -0.507 -3.404 0.0005
H -1.148 -3.097 -5.020 0.0001
H -2.514 -1.989 -5.043 -0.0002
H -2.931 -3.969 -3.538 0.0001
H -2.956 -2.448 -2.641 -0.0012
H -0.623 -4.406 -2.801 0.0006
H -1.620 -4.072 -1.377 -0.0013

***

No. 3
15
Properties=species:S:1:pos:R:3:mulliken_charge:R:1 method="wB97M-V/def2-TZVPD" e_tot_ev=-8043.481 e_homo_ha="-0.3539 / -0.2823" e_lumo_ev="0.72 / -0.62" homo_lumo_gap_ev="10.351 / 7.062"
C 1.910 0.031 0.510 -0.5047
C 2.887 0.090 -0.330 0.0601
C -1.591 1.240 0.072 -1.0693
C -1.284 -1.312 0.094 -1.0869
C -0.933 0.023 -0.429 -0.0692
F 4.226 0.056 0.044 -0.2470
H 1.884 -0.039 1.576 0.3016
H 2.821 0.169 -1.406 0.2789
H -1.716 1.215 1.153 0.2936
H -2.596 1.313 -0.364 0.3282
H -1.047 2.136 -0.214 0.3102
H -2.156 -1.705 -0.444 0.3394
H -0.474 -2.021 -0.056 0.3171
H -1.544 -1.272 1.149 0.3050
H -0.386 0.076 -1.354 0.4430

***

No. 4
86
Properties=species:S:1:pos:R:3:mulliken_spin:R:1 method="wB97M-V/def2-TZVPD" e_tot_ev=-87882.724 e_homo_ha="-0.3251 / -0.3247" charge=+1 spin_multiplicity=2 e_lumo_ev="-3.35 / -3.69" homo_lumo_gap_ev="5.500 / 5.147"
Yb 0.238 0.380 -1.430 -0.0219
C -0.875 3.398 -0.761 -0.0117
C -1.358 2.714 -1.915 0.0044
C -2.714 2.180 -0.139 0.0704
C -1.734 3.094 0.319 -0.0013
C -2.479 1.925 -1.510 -0.0215
C 0.268 4.340 -0.712 0.0000
H 0.756 4.429 -1.692 0.0000
H 1.021 4.017 0.029 -0.0003
H -0.055 5.352 -0.410 -0.0001
C -1.721 3.763 1.643 -0.0072
H -1.166 4.709 1.600 -0.0001
H -1.266 3.145 2.431 0.0000
H -2.739 4.018 1.975 0.0001
C -3.934 1.780 0.606 -0.0112
H -4.294 2.625 1.210 0.0003
H -3.782 0.923 1.283 0.0090
H -4.743 1.520 -0.089 0.0001
C -3.375 1.162 -2.411 -0.0053
H -4.314 1.711 -2.590 0.0001
H -3.661 0.190 -1.980 -0.0005
H -2.926 0.983 -3.396 0.0003
C -0.892 2.901 -3.306 -0.0006
H -1.490 3.652 -3.861 0.0011
H -0.962 1.970 -3.894 0.0008
H 0.150 3.255 -3.342 0.0004
C 4.417 -1.392 -0.938 0.0012
C 4.687 -0.130 -1.345 0.0002
C 4.358 0.468 -2.667 -0.0006
C 3.258 -0.310 -3.432 0.0001
C 2.060 -0.845 -2.681 -0.0010
C 1.874 -2.112 -2.196 0.0019
C 2.902 -3.177 -1.910 -0.0009
C 4.339 -2.649 -1.753 0.0004
H 5.233 0.541 -3.344 0.0000
H 3.787 -1.085 -4.002 0.0002
H 4.109 1.530 -2.502 -0.0002
H 4.810 -2.554 -2.743 0.0000
H 4.460 -1.636 0.130 -0.0003
H 5.391 0.485 -0.743 -0.0003
H 4.931 -3.418 -1.217 0.0000
H 2.629 -3.757 -1.012 0.0000
H 0.882 -2.587 -2.218 0.0001
H 2.888 -3.962 -2.696 0.0000
H 2.853 0.403 -4.182 0.0003
H 1.173 -0.209 -2.955 -0.0006
P 1.704 -0.304 1.631 0.0195
P -1.579 -2.107 0.030 0.0990
C 1.435 -2.043 0.983 0.0114
C 0.065 -2.783 0.790 -0.0340
H 1.973 -2.613 1.754 0.0014
H 2.033 -2.118 0.064 -0.0098
H 0.263 -3.705 0.212 0.0043
H -0.276 -3.096 1.798 -0.0021
C -2.777 -3.538 0.200 0.0127
H -3.686 -3.298 -0.382 -0.0003
H -3.113 -3.741 1.232 -0.0013
H -2.343 -4.453 -0.230 -0.0003
C -1.562 -2.311 -1.792 0.0216
H -1.443 -3.377 -2.038 0.0016
H -0.796 -1.752 -2.351 0.0057
H -2.537 -1.990 -2.190 -0.0027
C 3.280 -0.121 2.540 -0.0028
H 3.487 0.956 2.630 0.0005
H 4.075 -0.619 1.978 -0.0004
H 3.176 -0.550 3.549 0.0001
C 2.174 0.669 0.136 0.0415
H 2.185 -0.121 -0.631 -0.0369
H 3.214 0.984 0.077 -0.0006
H 1.576 1.582 -0.027 0.0009
C -1.182 -1.011 4.735 0.0502
Si -2.074 -0.125 3.299 -0.0376
C -3.392 -1.289 2.644 0.0059
C -2.765 1.441 4.089 0.0010
C -0.824 0.176 1.975 0.8039
H -1.931 -1.124 5.535 0.0041
H -0.336 -0.418 5.126 -0.0001
H -0.807 -2.011 4.457 0.0004
H -4.365 -1.038 3.084 0.0021
H -3.462 -1.214 1.552 -0.0013
H -3.161 -2.330 2.915 -0.0008
H -1.964 2.171 4.294 -0.0012
H -3.545 1.923 3.477 0.0001
H -3.217 1.152 5.056 0.0001
H -0.202 -0.721 2.310 0.0120
H -0.298 1.126 2.242 0.0260

***

No. 5
57
Properties=species:S:1:pos:R:3:mulliken_charge:R:1 method="wB97M-V/def2-TZVPD" e_tot_ev=-54467.195 e_homo_ha=-0.4867 charge=+1 e_lumo_ev=-2.38 homo_lumo_gap_ev=10.862
C 3.173 -0.887 -3.149 -0.5813
O 2.875 0.484 -2.936 -0.3977
C 1.589 0.775 -2.504 -0.4500
N 1.181 -0.108 -1.410 0.0711
C 0.037 -0.751 -1.294 0.3280
N -0.931 -0.584 -2.233 -0.1098
C -2.052 -1.545 -2.323 -0.6227
C -2.373 -2.177 -0.980 -0.6930
C -1.084 -2.687 -0.349 0.0371
C -0.431 -3.830 -1.146 -1.3613
N -0.163 -1.532 -0.213 0.0606
H 4.046 -0.911 -3.800 0.2907
H 2.350 -1.410 -3.653 0.2807
H 3.422 -1.400 -2.214 0.1807
H 1.610 1.803 -2.138 0.3033
H 0.854 0.684 -3.313 0.4370
H 1.847 -0.219 -0.647 0.0455
H -1.217 0.381 -2.343 0.3299
H -1.790 -2.306 -3.063 0.3240
H -2.907 -1.000 -2.720 0.4326
H -2.861 -1.455 -0.321 0.2089
H -3.054 -3.018 -1.120 0.4191
H -1.307 -3.038 0.660 0.5487
H -0.026 -4.599 -0.485 0.3517
H 0.385 -3.477 -1.781 0.3327
H -1.161 -4.319 -1.797 0.3706
H 0.725 -1.815 0.196 0.2174
O 2.657 -0.222 1.214 -0.6962
S 3.033 -0.001 2.593 1.1116
O 3.097 1.348 3.047 -0.6084
O 4.378 -0.759 2.869 -0.3050
C 5.513 -0.515 1.980 -0.2039
C 6.214 0.787 2.286 -1.0069
C 2.001 -0.944 3.654 -1.0124
H 5.161 -0.563 0.949 0.2056
H 6.161 -1.370 2.156 0.2843
H 5.592 1.647 2.045 0.2914
H 7.128 0.845 1.695 0.3981
H 6.476 0.841 3.341 0.2841
H 1.981 -1.975 3.311 0.3136
H 1.010 -0.495 3.609 0.3676
H 2.401 -0.875 4.662 0.3883
O -3.753 2.247 -1.383 -0.6888
S -3.831 1.879 0.001 1.2892
O -4.777 0.885 0.401 -0.6317
O -3.962 3.166 0.889 -0.2635
C -5.007 4.131 0.543 -0.3553
C -6.373 3.686 1.008 -0.9836
C -2.233 1.363 0.517 -0.5699
H -4.972 4.303 -0.532 0.3478
H -4.689 5.041 1.044 0.2727
H -6.723 2.814 0.458 0.3115
H -7.082 4.499 0.853 0.3925
H -6.355 3.436 2.069 0.2716
H -1.504 2.117 0.229 0.3599
H -2.063 0.436 -0.024 -0.3627
H -2.211 1.190 1.590 0.4437